DFT (ωB97M-V/def2-TZVPD) results for a 2-piece molecular cluster, C4H12S overall.

Computed properties:
Charge: 0
SMILES: CSC.CC
Total energy (hartree): -557.768480
Largest force on an atom (hartree/bohr): 0.0115
LUMO (eV): 1.1
Kohn-Sham gap (eV): 9.60

XYZ file:
```
17
C4H12S | the OMol25 dataset | ωB97M-V/def2-TZVPD
C 0.940 -0.665 0.950
S -0.773 -1.002 0.510
C -1.231 -2.049 1.906
H 1.557 -1.561 0.882
H 1.312 0.102 0.278
H 1.001 -0.265 1.962
H -0.478 -2.822 2.047
H -2.168 -2.539 1.655
H -1.349 -1.475 2.825
C 0.673 1.518 -2.139
C 0.938 2.956 -1.662
H 1.535 0.886 -1.932
H -0.196 1.108 -1.629
H 0.487 1.502 -3.214
H 0.842 3.008 -0.576
H 1.947 3.271 -1.918
H 0.207 3.642 -2.082
```